{
  "formula": "C10H15LiN2O7",
  "method": "ωB97M-V with the def2-TZVPD basis set",
  "charge": -2,
  "lumo_ev": 3.89,
  "elements": ["Li", "C", "C", "C", "O", "C", "C", "C", "O", "O", "O", "H", "H", "C", "C", "C", "O", "H", "H", "H", "H", "H", "H", "H", "C", "O", "N", "N", "H", "H", "H", "H", "O", "H", "H"],
  "xyz": [[-0.396759, -0.683114, 0.313691], [1.588781, 1.240076, -1.625499], [2.716421, 1.885756, -2.388729], [2.514991, 3.412986, -2.845949], [3.455681, 4.003076, -3.446409], [1.111491, 3.988566, -2.600939], [0.142971, 3.229486, -2.037319], [0.397081, 1.855086, -1.478439], [-0.478729, 1.181326, -0.767479], [-1.096259, 3.694076, -2.080379], [3.813341, 1.373846, -2.580659], [1.671351, 0.194046, -1.369749], [0.796661, 4.957516, -2.959319], [0.886851, -2.579534, 2.120091], [1.150991, -1.269924, 2.722701], [2.572321, -1.086654, 3.183101], [0.679531, -0.172874, 1.995731], [1.268901, -3.405094, 2.720571], [1.253801, -2.722824, 1.103761], [-0.168699, -2.843644, 2.055661], [0.497041, -1.366484, 3.589381], [3.042081, -1.903754, 3.730621], [2.712391, -0.243514, 3.859551], [3.324761, -0.912614, 2.413911], [-3.490919, -0.778494, 0.262511], [-2.314589, -1.149124, 0.508791], [-4.573599, -1.073774, 0.924281], [-3.837999, -0.151714, -0.833519], [-4.653179, -1.674774, 1.732101], [-5.452709, -0.676454, 0.625291], [-3.114199, 0.177786, -1.456129], [-4.796569, 0.162536, -0.783649], [-0.344069, -2.052674, -1.189009], [-1.186259, -2.237154, -1.604849], [0.307091, -2.371974, -1.813729]],
  "atomic_forces_ev_per_a": [[0.5, 1.5, 0.4], [3.5, 1.1, -2.9], [-1.4, 0.0, 1.5], [-1.5, 1.5, -0.6], [-1.7, -1.0, 1.2], [4.8, -1.0, -0.8], [-4.8, 1.0, -0.2], [-1.9, -2.0, 2.4], [-0.2, 1.2, -1.3], [2.2, -1.5, 0.6], [0.0, -0.2, -0.3], [0.3, 0.0, 0.3], [0.4, 0.1, -0.2], [-0.2, -2.4, -1.3], [-1.3, 2.5, -0.1], [1.6, 0.2, 0.6], [0.2, -1.6, -0.4], [0.5, -0.2, 0.2], [0.4, 0.2, -0.2], [-0.4, 0.5, 0.0], [0.0, 0.2, 1.4], [-0.4, -0.7, 0.3], [-0.5, 0.3, 0.0], [-0.4, 0.2, -0.7], [5.0, -1.4, -0.5], [-2.5, 0.2, 0.2], [-3.6, -1.4, 3.5], [-0.3, 1.3, -2.1], [0.7, 0.3, -0.2], [0.3, -0.3, 0.2], [-0.1, 0.7, 0.1], [0.7, 0.6, -1.2], [0.1, -0.5, 0.0], [-0.3, 0.2, 0.1], [0.4, 0.2, -0.1]]
}

{
  "formula": "C10H15N2",
  "method": "ωB97M-V with the def2-TZVPD basis set",
  "relative_energy_ev": 4.013,
  "smiles": "c1cc2n(c1)CC[NH2+]C21CCC1",
  "charge": 1,
  "lumo_ev": -3.24,
  "elements": ["C", "C", "C", "C", "C", "C", "C", "C", "C", "C", "N", "N", "H", "H", "H", "H", "H", "H", "H", "H", "H", "H", "H", "H", "H", "H", "H"],
  "xyz": [[2.887273, -1.748855, 0.143731], [1.420385, -1.943846, 0.228056], [3.096778, -0.400322, -0.036892], [0.881680, -0.718803, 0.186076], [-2.200332, -1.579028, -0.265879], [-1.571343, -0.979029, 1.019166], [-1.446775, -0.397946, -1.005749], [1.721588, 1.665099, -0.106307], [0.299138, 1.998324, -0.532215], [-0.684465, -0.087907, 0.204078], [1.871625, 0.214218, 0.019587], [-0.584752, 1.363826, 0.458214], [3.596542, -2.543675, -0.149122], [0.918292, -2.831951, 0.160374], [3.991080, 0.288519, 0.007802], [-1.951882, -2.595694, -0.235837], [-3.264499, -1.482804, -0.512194], [-2.344477, -0.345494, 1.673090], [-1.167726, -1.854821, 1.620144], [-0.895996, -0.627801, -1.988491], [-2.170680, 0.407034, -1.324665], [2.413486, 2.065806, -0.947373], [1.950471, 2.139626, 0.772091], [0.348469, 3.159550, -0.498821], [-0.003479, 1.520455, -1.513589], [-0.006402, 1.470253, 1.371698], [-1.514547, 1.839276, 0.623341]],
  "atomic_forces_ev_per_a": [[-1.0, -0.5, -1.4], [3.0, 1.2, -0.1], [0.6, 0.5, 1.0], [-3.1, 3.4, -0.2], [-0.7, 2.8, -0.2], [-3.2, 0.0, 3.1], [-0.8, -1.3, -4.3], [0.1, -1.7, -4.1], [0.9, 1.5, -1.4], [4.2, -2.3, 0.2], [0.7, 1.0, -0.1], [0.7, 1.1, 3.7], [-0.4, 0.6, 0.9], [-1.1, -2.1, 0.2], [-1.0, -1.4, -0.4], [0.8, -1.3, -1.2], [0.1, -0.1, 0.8], [1.6, -1.4, -1.1], [0.1, 1.8, -0.3], [-0.5, 0.3, 1.6], [0.4, -0.8, 0.7], [-1.0, -0.8, 1.5], [0.7, 1.4, 2.3], [-1.2, -2.0, -0.3], [0.6, 1.1, 0.9], [-1.7, -0.2, -1.2], [1.0, -0.8, -0.4]]
}

{
  "formula": "C10H15N2",
  "method": "ωB97M-V with the def2-TZVPD basis set",
  "relative_energy_ev": 1.579,
  "smiles": "C=c1[nH]c(C)c(CC)c(=[NH2+])c1=C",
  "charge": 1,
  "lumo_ev": -4.52,
  "elements": ["C", "C", "C", "C", "C", "C", "C", "C", "C", "C", "N", "N", "H", "H", "H", "H", "H", "H", "H", "H", "H", "H", "H", "H", "H", "H", "H"],
  "xyz": [[-0.436820, -0.103836, 0.322653], [0.458061, -1.171002, 0.155923], [1.889758, -0.952115, 0.149219], [2.320665, 0.703403, -0.178453], [0.002830, 1.221069, 0.295128], [2.850640, -1.820400, 0.436641], [3.539234, 1.059635, -0.549468], [-0.927830, 2.360421, 0.519958], [-2.622926, -0.558969, -0.857259], [-1.909246, -0.401676, 0.489103], [1.265684, 1.557861, 0.022283], [0.031826, -2.426781, 0.042329], [3.885623, -1.532604, 0.448917], [2.640336, -2.843846, 0.702770], [3.796553, 2.095354, -0.701020], [4.317181, 0.340600, -0.717492], [-1.730886, 2.355417, -0.217111], [-0.410200, 3.315306, 0.459068], [-1.386819, 2.289122, 1.506531], [-2.599139, 0.368656, -1.421821], [-3.663851, -0.824745, -0.691407], [-2.165235, -1.332023, -1.471687], [-2.038435, -1.309090, 1.082622], [-2.389609, 0.399009, 1.046043], [1.480438, 2.544249, -0.099878], [-0.950647, -2.648155, 0.059036], [0.687925, -3.182961, -0.054965]],
  "atomic_forces_ev_per_a": [[-0.1, -0.3, 0.2], [-0.4, -0.1, 0.0], [1.7, 4.3, -0.8], [-0.4, -4.8, 0.6], [0.4, -0.3, -0.1], [-0.5, 0.1, -0.1], [-0.3, 0.1, 0.1], [-0.1, 0.2, 0.0], [-0.1, -0.1, 0.2], [0.1, 0.1, -0.3], [-0.3, 1.0, 0.1], [0.0, 0.1, 0.1], [0.2, 0.1, 0.0], [0.0, -0.2, 0.0], [0.0, 0.2, 0.0], [0.1, -0.2, 0.0], [0.0, 0.0, 0.0], [0.0, 0.0, 0.0], [0.0, 0.0, 0.0], [0.0, 0.1, -0.1], [-0.1, 0.0, -0.1], [0.0, 0.0, -0.1], [0.0, 0.1, 0.1], [0.0, -0.1, 0.1], [-0.2, -0.2, 0.1], [0.1, 0.0, 0.0], [-0.1, 0.0, -0.1]]
}

{
  "formula": "C10H15N2O",
  "method": "ωB97M-V with the def2-TZVPD basis set",
  "relative_energy_ev": 2.877,
  "multiplicity": 3,
  "charge": 1,
  "lumo_ev": [-2.87, -5.97],
  "elements": ["C", "C", "C", "C", "C", "C", "C", "C", "C", "C", "N", "N", "O", "H", "H", "H", "H", "H", "H", "H", "H", "H", "H", "H", "H", "H", "H", "H"],
  "xyz": [[0.728853, 2.866716, -1.154530], [0.177656, 2.069252, -2.202804], [1.465310, 2.323622, -0.198039], [0.450974, 0.816580, -2.309313], [-0.714781, -3.836051, 0.243793], [1.397717, 0.811519, 0.089002], [1.068695, -0.065450, -1.248021], [-0.613269, -0.453762, 0.304588], [-1.883340, -0.790140, 0.894791], [-0.087087, 1.031187, 2.134312], [0.143941, 0.505784, 0.826462], [-0.132500, -0.858377, -0.813773], [-0.424570, -4.687004, 1.207889], [0.725055, 3.942247, -1.239464], [-0.348921, 2.488270, -3.008460], [2.049238, 2.841973, 0.522889], [0.210788, 0.242994, -3.276794], [0.286325, -3.516150, -0.343368], [2.316541, 0.399005, 0.721748], [1.842642, -0.763850, -1.620647], [-1.760723, -1.289892, 1.926265], [-2.303747, -1.389719, 0.131636], [-2.371623, 0.213873, 0.948553], [-0.006687, 2.198689, 1.941575], [-1.045606, 0.696593, 2.457813], [0.684113, 0.714566, 2.849735], [-0.556260, -1.645419, -1.404253], [-1.298735, -4.867055, 1.618416]],
  "atomic_forces_ev_per_a": [[-4.3, 1.7, -6.6], [0.4, 7.5, 2.9], [3.6, -5.2, 4.8], [2.0, -8.4, -2.1], [1.2, 0.3, -0.4], [0.5, -1.1, -0.5], [-0.6, 0.9, 0.5], [1.6, 1.9, 1.3], [-0.3, 0.3, 1.4], [1.1, 3.0, -0.6], [0.5, -1.0, 0.2], [0.4, -2.9, -2.6], [-0.6, 1.0, -1.1], [-0.5, 0.1, 0.0], [-0.6, 1.0, -0.7], [0.4, 0.7, 0.2], [0.2, 1.0, 1.6], [-1.1, -1.2, 1.5], [-1.8, 1.0, -1.5], [-0.2, 0.7, 0.4], [-0.5, 0.7, -1.8], [-1.3, -1.0, 0.0], [-0.3, -1.0, 0.3], [-0.5, -2.2, 1.2], [-0.6, 0.4, 0.5], [-0.1, 0.1, -0.2], [0.8, 1.8, 1.3], [0.7, -0.2, 0.0]]
}

{
  "formula": "C10H15N5",
  "method": "ωB97M-V with the def2-TZVPD basis set",
  "relative_energy_ev": 1.949,
  "smiles": "CC#N.CC#N.CC#N.CC#N.CC#N",
  "lumo_ev": 0.41,
  "elements": ["C", "C", "N", "H", "H", "H", "C", "C", "N", "H", "H", "H", "C", "C", "N", "H", "H", "H", "C", "C", "N", "H", "H", "H", "C", "C", "N", "H", "H", "H"],
  "xyz": [[0.299070, -6.496102, 7.860315], [-0.378550, -5.911342, 6.716225], [-0.930360, -5.405542, 5.821985], [0.650120, -7.507302, 7.654555], [-0.376970, -6.580122, 8.711205], [1.059900, -5.783702, 8.179225], [0.611010, 0.609838, 2.544865], [0.628710, 1.252418, 1.243865], [0.589510, 1.849978, 0.247055], [-0.371250, 0.886988, 2.927555], [1.367680, 0.953268, 3.250275], [0.630210, -0.478802, 2.493845], [-2.521400, 1.458018, -5.988445], [-2.907760, 2.831658, -5.545305], [-3.216540, 3.853818, -5.218745], [-3.467300, 1.152578, -6.435755], [-2.330350, 0.819358, -5.126055], [-1.768650, 1.497708, -6.775785], [1.474760, -5.726352, -0.625405], [0.189010, -5.661822, -1.321935], [-0.833730, -5.570792, -1.919605], [1.565380, -6.427192, 0.204475], [1.729300, -4.710712, -0.322455], [2.192460, -6.174912, -1.312285], [0.593990, 9.076988, -2.755205], [1.948940, 9.367878, -3.204605], [2.985570, 9.661468, -3.574645], [0.479540, 9.331548, -1.701545], [0.208690, 8.058448, -2.802285], [-0.100980, 9.772738, -3.225375]],
  "atomic_forces_ev_per_a": [[-0.2, 0.2, 0.5], [-1.4, 0.9, -1.8], [1.1, -1.0, 1.7], [0.3, 0.3, -0.1], [-0.2, 0.0, -0.1], [0.4, -0.4, -0.1], [-0.8, -0.2, 0.3], [0.5, 1.2, -1.7], [0.1, -1.1, 1.5], [0.0, -0.1, 0.4], [0.1, 0.1, -0.4], [0.1, 0.1, -0.2], [-1.4, 1.3, 0.1], [2.0, -4.5, -1.2], [-1.2, 3.9, 1.2], [0.2, -0.6, -0.2], [0.4, 0.1, -0.3], [0.1, -0.1, 0.4], [0.2, -0.3, -0.4], [-3.9, 0.0, -1.9], [3.9, -0.4, 2.3], [-0.8, 0.3, 0.3], [0.3, -0.2, 0.0], [0.2, 0.6, -0.3], [-0.7, 0.6, 0.9], [-1.2, -0.6, 0.3], [1.0, 0.2, -0.3], [0.4, 0.1, 0.2], [0.5, 0.0, -0.6], [0.0, -0.2, -0.4]]
}

{
  "formula": "C10H15NO",
  "method": "ωB97M-V with the def2-TZVPD basis set",
  "relative_energy_ev": 6.495,
  "lumo_ev": [0.00, -0.04],
  "elements": ["C", "C", "C", "C", "C", "C", "C", "C", "C", "C", "N", "O", "H", "H", "H", "H", "H", "H", "H", "H", "H", "H", "H", "H", "H", "H", "H"],
  "xyz": [[0.532687, -3.170364, 0.158459], [2.003003, 0.236281, 1.711690], [0.665135, -1.800503, -0.193754], [1.053401, -0.268022, 2.357822], [0.855690, 0.909203, -1.597274], [-2.070271, 0.461192, 0.831602], [-1.690879, -0.955523, 0.363469], [-1.344417, 1.266817, -0.279920], [-0.361590, -0.831577, -0.248303], [0.703533, 2.380704, -2.105190], [-0.222983, 0.473099, -0.754198], [1.704557, 0.106159, -2.017363], [1.288347, -3.817664, 0.503668], [-0.500153, -3.287769, 0.638374], [3.124873, -0.033015, 1.845002], [1.746528, 0.943927, 0.948126], [1.627105, -1.387228, -0.477549], [0.938728, -1.269585, 2.883664], [-3.108485, 0.657628, 0.818622], [-1.789534, 0.707701, 1.861226], [-1.600348, -1.653749, 1.163645], [-2.390488, -1.366171, -0.420669], [-2.196134, 1.482842, -1.055955], [-0.923836, 2.239790, 0.003291], [-0.207594, 2.335673, -2.817255], [1.542258, 2.550212, -2.781400], [0.620870, 3.089942, -1.339831]],
  "atomic_forces_ev_per_a": [[-3.3, 3.6, 1.1], [4.0, 1.1, -1.0], [0.5, -1.1, -0.4], [-2.4, -3.7, 2.1], [-0.7, -1.0, -0.4], [1.5, -0.1, -0.6], [-1.0, -0.3, -0.5], [-1.6, 1.9, -0.7], [1.3, -0.5, 0.0], [-0.6, -3.0, -2.4], [1.3, -0.8, -0.6], [-1.5, 2.1, 0.9], [1.0, -0.5, -0.2], [1.4, -0.8, -0.9], [-1.9, 0.4, -0.3], [0.4, 0.7, -0.4], [-0.1, -0.5, -0.1], [0.0, 1.7, -0.3], [-1.2, 0.1, -0.4], [0.7, -0.3, -0.3], [-0.4, -0.6, 0.6], [0.2, 0.4, 0.9], [1.9, -0.4, 0.7], [-0.5, -0.1, 0.3], [1.1, 0.4, 1.4], [0.1, 0.2, 0.4], [-0.3, 1.1, 0.9]]
}